Record 1
# C4H9N3

An isolated molecule of C4H9N3 at a distorted geometry (ωB97M-V/def2-TZVPD, the Open Molecules 2025 dataset).

XYZ file:
```
16
Properties=species:S:1:pos:R:3:forces:R:3
C 0.96032 1.04221 -0.35187 -0.855 2.405 2.814
N -0.30458 0.99726 -1.07983 -0.511 -3.518 -2.198
C -1.12554 0.09615 -0.19883 0.255 0.082 0.127
C -0.58516 -1.36549 -0.23631 -0.867 0.315 -1.319
N 0.56552 -1.16752 0.61465 0.332 -0.194 0.972
C 0.66894 0.27159 0.97311 -1.532 -1.679 -2.187
N -0.82848 0.46388 1.16090 2.611 -1.478 0.676
H 1.85747 0.59910 -0.72737 0.510 0.251 -0.962
H 1.01532 2.14038 -0.01528 1.003 -1.314 -0.812
H -0.24288 0.29833 -1.91139 0.405 2.171 1.202
H -2.14691 0.20999 -0.40192 -1.489 0.088 -0.468
H -1.32075 -2.05881 0.19799 0.216 0.134 0.042
H -0.37501 -1.78596 -1.31234 -0.144 1.059 1.782
H 1.39249 -1.45617 0.18119 1.440 -0.674 -0.662
H 1.50948 0.34439 1.65317 -0.733 0.593 1.015
H -1.04023 1.37068 1.45413 -0.639 1.759 -0.023
```
Forces are in eV/Å.

Values from the calculation:
SMILES: C1N[C@H]2CN[C@@H]1N2
LUMO in eV: 0.96
DFT total energy in eV: -8762.30795

Results of the Mulliken charge analysis, in e, for atoms 1 through 6: C -0.55; N -0.53; C -0.40; C -0.44; N -0.45; C -0.10

***

Record 2
# C27H43AsN6PPdSb

A structure of composition C27H43AsN6PPdSb (ωB97M-V/def2-TZVPD, the Open Molecules 2025 dataset).

XYZ file:
```
80
Properties=species:S:1:pos:R:3:forces:R:3
Pd 0.25953 -0.02675 -1.07099 -0.176 0.209 -0.168
C 1.55494 1.84066 4.54412 0.006 -0.021 -0.031
N 0.92318 0.64470 4.01845 0.011 -0.025 -0.001
C 0.94497 -0.58587 4.60865 0.016 -0.036 -0.001
C 0.24726 -1.41428 3.77487 -0.005 0.044 -0.009
N -0.19032 -0.72561 2.68162 -0.038 -0.024 -0.002
C 0.22548 0.51046 2.84620 0.033 -0.005 0.043
P 0.01392 1.96271 1.78406 -0.074 0.033 -0.076
C -1.47749 1.56775 0.81957 0.057 -0.070 0.004
N -1.83790 0.39628 0.33258 -0.013 0.075 0.001
C -2.98500 0.61897 -0.37273 0.063 -0.079 0.016
C -3.32758 1.93846 -0.31122 0.005 0.052 -0.006
N -2.36853 2.54469 0.45357 -0.059 -0.005 0.008
C -2.34514 3.96019 0.76572 0.002 -0.006 0.000
C 1.38453 1.68383 0.60319 0.009 0.047 0.044
N 2.14278 0.59907 0.55879 0.107 0.068 0.047
C 3.20312 0.92359 -0.25307 -0.051 -0.067 0.027
C 3.09872 2.21423 -0.67307 0.031 0.055 0.020
N 1.96005 2.71443 -0.09802 0.024 -0.025 -0.006
C 1.35287 3.98177 -0.43112 -0.034 0.009 -0.021
H 2.10800 1.56676 5.43894 0.002 0.020 0.006
H 0.81101 2.59365 4.80018 -0.007 0.004 -0.010
H 2.25106 2.25873 3.81819 0.012 -0.006 -0.003
H 1.44572 -0.75751 5.54611 -0.001 0.009 -0.005
H 0.03224 -2.46188 3.90780 -0.004 -0.008 -0.006
H -3.49275 -0.18106 -0.88579 -0.001 0.003 0.005
H -4.15257 2.49182 -0.72704 0.006 0.002 0.004
H -3.32049 4.27231 1.13591 -0.004 -0.002 -0.006
H -2.09705 4.54628 -0.12085 0.006 0.002 0.003
H -1.60447 4.14603 1.53912 0.001 0.003 0.002
H 3.97350 0.20630 -0.48333 0.000 0.001 0.005
H 3.71480 2.81109 -1.32459 -0.002 -0.001 0.005
H 2.05044 4.79913 -0.25078 0.023 -0.012 -0.022
H 0.47414 4.13583 0.19192 0.021 0.000 0.020
H 1.04025 3.99388 -1.47833 -0.020 0.003 0.016
C 2.61949 0.64796 -4.33820 0.008 0.026 -0.005
C 1.74470 1.89035 -4.19343 0.000 -0.011 -0.011
Sb -0.06506 1.38138 -3.13827 0.071 -0.034 0.108
C -1.12984 3.26705 -3.38841 -0.021 -0.011 0.002
C -0.44726 4.31797 -4.25814 -0.002 -0.004 0.006
C -1.03591 0.32587 -4.74107 -0.026 0.051 -0.052
C -1.06275 1.03181 -6.09068 -0.001 -0.003 -0.004
H 3.58060 0.88078 -4.80310 -0.003 -0.005 0.000
H 2.13076 -0.10961 -4.95581 -0.001 0.000 -0.002
H 2.80958 0.19319 -3.36312 0.000 0.001 0.002
H 1.50967 2.33193 -5.16262 0.009 0.003 -0.001
H 2.25698 2.65480 -3.60375 0.009 0.003 -0.004
H -1.30321 3.65312 -2.38043 -0.008 -0.004 -0.002
H -2.11244 3.00819 -3.79227 -0.004 0.009 0.008
H 0.54413 4.57522 -3.87722 -0.002 0.003 -0.009
H -1.02828 5.24290 -4.30533 -0.003 -0.003 0.003
H -0.31157 3.96457 -5.28109 0.006 0.000 0.001
H -2.04716 0.12437 -4.37929 0.002 -0.018 -0.005
H -0.53158 -0.64022 -4.80421 -0.006 -0.014 0.005
H -1.56011 2.00219 -6.02714 0.003 0.000 0.007
H -1.59660 0.44495 -6.84240 0.006 -0.007 0.005
H -0.05382 1.20398 -6.47077 -0.005 0.004 -0.004
C 0.75129 -3.63592 -2.25620 0.017 -0.012 -0.041
As 0.55233 -2.36615 -0.78515 0.101 -0.288 0.074
C -0.84105 -3.29509 0.21108 -0.003 0.065 0.046
C 2.16538 -2.82933 0.27969 -0.065 -0.021 -0.032
C 2.31057 -4.27194 0.63298 0.020 0.040 -0.001
C 1.76964 -4.77196 1.81658 -0.009 -0.032 0.019
C 1.86645 -6.11825 2.13695 -0.006 0.016 0.008
C 2.51133 -6.99654 1.27775 0.009 0.006 -0.025
C 3.06195 -6.51212 0.09878 -0.002 -0.020 0.019
C 2.96205 -5.16562 -0.21737 0.008 0.023 0.005
H 0.90761 -4.65699 -1.90711 -0.019 0.012 0.004
H 1.58841 -3.32817 -2.88368 -0.004 -0.015 -0.003
H -0.15958 -3.58976 -2.85295 -0.001 -0.008 -0.017
H -0.53959 -4.29675 0.51712 0.011 -0.002 -0.021
H -1.71658 -3.36084 -0.43535 -0.014 0.009 0.009
H -1.08672 -2.67764 1.07566 -0.015 -0.028 -0.004
H 2.10159 -2.19138 1.16136 -0.008 0.014 0.014
H 3.00783 -2.47715 -0.31864 -0.001 -0.002 -0.010
H 1.26776 -4.08890 2.49190 -0.002 0.008 0.005
H 1.43803 -6.48248 3.06265 0.002 0.001 -0.002
H 2.58852 -8.04716 1.52623 0.002 0.002 -0.002
H 3.57472 -7.18573 -0.57664 -0.001 0.001 0.002
H 3.39968 -4.79475 -1.13751 0.001 -0.005 0.002
```
Forces are in eV/Å.

Values from the calculation:
LUMO in eV: 0.55
DFT total energy in eV: -117781.45638

Results of the Mulliken charge analysis, in e, for atoms 1 through 6: Pd -0.02; C -0.75; N 0.22; C -0.31; C -0.90; N -0.08

***

Record 3
# C7H13PS

A cluster of 2 separate species, C7H13PS in total at a distorted geometry (ωB97M-V/def2-TZVPD, the Open Molecules 2025 dataset).

XYZ file:
```
22
Properties=species:S:1:pos:R:3:forces:R:3
C -1.13477 -0.50468 1.27252 -0.704 3.734 -1.037
C -0.67663 0.88115 1.75528 -0.016 0.889 -1.198
C -1.38331 0.96041 -0.78416 -0.147 -2.077 -3.173
C -1.80273 -0.29855 -0.09730 -0.618 -0.145 0.225
C -2.06419 -1.59834 -0.83132 3.012 -0.018 -0.101
C 2.43681 1.35923 -0.95293 0.778 -0.385 -0.622
C 1.31277 0.43648 -0.38366 -0.699 2.009 0.192
P -0.12021 1.80333 0.18034 1.515 -1.312 0.055
S -3.09105 1.04220 -0.17960 0.770 -0.323 -0.651
H -0.26652 -1.03340 1.09649 1.543 -1.811 -0.045
H -1.77497 -0.83364 2.01681 -1.214 -1.594 1.136
H -1.41962 1.47075 2.29788 -0.253 -0.161 -0.388
H 0.16106 0.87406 2.41787 0.810 -0.337 0.428
H -0.99034 0.59810 -2.42191 -1.110 1.222 4.015
H -2.98239 -2.06085 -0.55562 -0.294 -0.788 0.575
H -1.06102 -2.19620 -0.71497 -2.154 0.371 0.373
H -2.04746 -1.50120 -1.89328 -0.475 0.642 -0.893
H 3.31015 0.91572 -1.57790 -1.927 0.349 0.622
H 1.98717 2.26420 -1.43271 0.555 -0.921 -0.083
H 2.98216 1.74422 -0.10931 0.142 0.400 0.561
H 1.57202 0.02544 0.61002 0.164 -0.311 -0.846
H 0.89443 -0.29436 -1.12019 0.323 0.569 0.857
```
Forces are in eV/Å.

Values from the calculation:
LUMO in eV: 0.23
DFT total energy in eV: -27589.88251

Results of the Mulliken charge analysis, in e, for atoms 1 through 6: C -0.79; C -0.99; C -0.56; C 0.97; C -1.23; C -1.04

***

Orbital gap readings, ordered: 9.23 6.84 9.04 eV
Energy relative to the best compared isomer or geometry (same formula, charge and spin) readings, ordered: 213.9 0.4 383.1 kJ/mol
HOMO readings, ordered: -8.27 -6.30 -8.81 eV